{"formula": "C34H53Cl2N10O7P2S", "method": "ωB97M-V with the def2-TZVPD basis set", "fmax_ev_per_a": 5.9, "molar_mass_g_mol": 878.78, "e_tot_ev": -119794.821, "lumo_ha": -0.1472, "orbital_gap_ev": 6.72, "charge": 1, "symbols": ["C", "O", "Cl", "N", "N", "H", "H", "O", "C", "H", "C", "C", "H", "H", "H", "H", "H", "H", "H", "H", "H", "C", "H", "C", "H", "H", "N", "H", "H", "O", "C", "C", "N", "C", "C", "H", "H", "N", "H", "C", "H", "C", "H", "C", "H", "C", "C", "H", "H", "C", "C", "N", "H", "S", "N", "C", "N", "O", "O", "H", "C", "H", "H", "C", "C", "H", "H", "H", "H", "H", "H", "C", "C", "H", "P", "H", "O", "C", "C", "Cl", "N", "O", "H", "C", "H", "H", "C", "C", "C", "H", "H", "H", "P", "C", "C", "H", "H", "C", "H", "H", "C", "H", "C", "H", "H", "N", "H", "H", "H"], "coordinates": [[-1.32976, -5.12543, -0.55185], [-5.92826, -4.54529, -1.53198], [-0.08858, -2.75512, 0.18999], [1.87857, -2.06836, -7.91872], [3.66818, 3.95264, 0.99837], [9.31296, 2.88817, 6.12489], [1.84921, -3.13707, -3.11982], [-5.54921, -3.45491, -3.73856], [0.90804, -0.54189, -5.08693], [-5.10281, -2.35620, 4.80432], [-7.20463, -1.95092, -0.52821], [6.48273, 4.03244, 4.72464], [3.14738, -1.85502, -2.93868], [-3.46031, -2.84059, -1.43184], [-5.15979, 0.52144, 0.13507], [9.14715, 8.52408, 7.17497], [1.35632, 4.25375, -0.01979], [-0.55098, 1.24160, 3.91196], [-1.24417, -1.33651, -8.38645], [-1.28034, 2.87988, -2.56226], [-8.42650, -2.25345, -2.37471], [-5.06332, -0.35255, -0.61624], [4.31244, -5.94140, 0.96225], [10.05654, 4.88556, 6.22564], [-7.93552, -1.14502, -0.14392], [-5.01135, 0.24102, -6.22290], [1.26421, -6.52976, 0.10670], [-1.12567, -6.17842, -0.96034], [3.29755, -5.13758, 2.18003], [-3.98325, 3.13526, -2.07953], [-7.30274, -2.17822, -2.11150], [-5.68922, -1.70056, -0.00566], [-1.92239, 0.87693, -5.57257], [-2.78970, 0.82873, -1.46241], [-0.78869, -2.32174, -8.27331], [-0.98515, -2.91065, -9.17065], [-1.23424, -2.82386, -7.41286], [9.89079, 6.05536, 6.18998], [0.61146, -4.48411, -1.46557], [4.00514, 1.74664, 2.50971], [1.51285, 0.38847, -5.41207], [7.05363, 8.50649, 6.77043], [3.44896, 0.91369, 2.07845], [8.27731, 9.16459, 7.33228], [10.95714, 3.09852, 5.48310], [-0.54102, 2.01381, -2.36470], [-4.58547, 0.69097, -5.32462], [3.58775, -4.35706, 0.60980], [2.57089, 2.02146, -0.86825], [-1.37227, 0.68358, -2.07737], [-3.09653, 0.79498, -5.46367], [7.01433, 2.96980, 4.66239], [-4.83463, 0.06990, -4.46222], [-6.56331, -3.80639, -2.67520], [6.09034, 7.98500, 6.32749], [5.83192, 5.37929, 4.81728], [-7.54452, -2.36871, 2.70516], [1.81771, 1.45312, -0.55330], [-3.42117, 2.62090, 0.09277], [-0.28894, -0.33158, 3.12800], [-0.10201, 0.25407, 4.02961], [-2.45792, -4.87701, -0.59432], [-5.79765, -1.52035, 1.13089], [2.21999, -5.99341, 0.54970], [-3.43324, 2.24882, -1.10824], [2.10991, -2.21952, -1.47202], [3.64133, 1.92948, 3.51784], [-4.99239, -3.90163, 3.93295], [-1.08659, -5.18629, 0.57736], [0.11182, 1.93809, -3.29659], [1.22260, -1.47401, -5.68007], [-0.75062, -0.72696, -2.42565], [1.37448, 0.38896, 4.25246], [-5.01504, 1.68443, -5.18518], [0.42237, 2.40201, -0.77088], [-5.03872, -2.62995, -0.11327], [0.68691, 4.07775, -0.72580], [-3.58567, -0.51442, -1.20600], [-5.67246, -3.20872, 4.43106], [-8.07378, -4.93896, -3.57774], [-1.55816, -1.88965, -2.14911], [-0.53977, 2.03568, 0.38555], [-6.88878, -1.32869, -2.74981], [3.81820, 2.97289, 1.66973], [-6.14589, -3.71703, 5.27251], [8.14846, 9.33530, 8.40228], [10.26551, 3.40089, 6.27093], [0.69021, -2.17909, -8.07103], [3.43268, -5.31354, 1.11169], [-0.56140, -0.24764, 4.88293], [-7.53097, -2.94330, -0.02895], [5.28821, 5.59431, 3.89550], [0.96900, -0.70064, -3.20597], [2.06733, -2.12119, -2.62205], [-0.39132, -3.98633, -1.18060], [10.68033, 3.11385, 7.23861], [-1.97591, -3.87666, -2.79691], [-2.90279, -1.84433, -1.57338], [-4.34721, 3.88064, -1.52873], [-0.18732, -0.28879, -5.37251], [-6.71892, -2.73892, 3.46541], [8.44447, 10.12193, 6.83604], [-1.05337, -3.26005, -2.49079], [5.06413, 1.48504, 2.55605], [5.13388, 5.39762, 5.65517], [2.53917, 0.49525, 4.42543], [6.59061, 6.14671, 4.97033], [-5.72542, -0.03431, -1.51427], [-0.33536, -3.27205, -3.37717]], "forces_ev_per_a": [[-0.2, 0.0, 1.1], [-2.5, 1.6, -2.5], [0.1, -0.8, -1.1], [-5.9, -0.6, -0.7], [0.4, -4.2, 2.7], [0.0, 0.2, -0.1], [0.3, 1.4, 0.9], [-3.0, -0.7, 2.1], [-1.2, -0.1, -0.9], [-0.1, 0.0, -0.1], [0.9, -1.5, 0.4], [1.5, -3.0, -0.2], [-1.8, -0.1, 0.3], [1.2, 1.7, -0.4], [0.6, -1.5, -1.2], [-0.2, -0.1, -0.1], [-0.4, 0.0, -0.4], [0.1, -0.1, 0.0], [0.1, -0.1, 0.0], [1.2, -1.3, 0.6], [1.8, 0.0, 0.3], [-0.1, -0.5, -0.9], [-0.1, 0.0, 0.0], [-0.4, 2.6, -0.1], [1.3, -1.1, -0.9], [0.1, 0.0, 0.1], [3.3, 1.8, 1.4], [-0.3, 1.8, 0.3], [-0.1, 0.0, -0.1], [0.9, -2.0, 1.7], [-2.3, 0.6, 0.5], [-0.9, 0.9, 1.0], [-4.1, -0.2, 0.4], [1.7, -3.5, -1.9], [0.9, 0.1, 0.1], [0.1, 0.0, 0.1], [0.1, 0.0, -0.1], [0.5, -3.9, 0.2], [-1.6, 1.1, 0.6], [0.2, 1.1, -0.8], [-0.7, -1.7, 0.7], [-2.1, -1.2, -1.0], [0.0, 0.2, 0.0], [-0.7, -0.4, -0.3], [-0.1, 0.1, 0.1], [-0.2, -0.1, -0.5], [0.9, 0.1, -0.1], [-0.1, -0.1, 0.0], [-0.4, -0.9, 0.4], [-1.7, -1.4, 0.5], [2.6, 0.2, -0.2], [-2.0, 4.0, 0.2], [0.1, 0.0, -0.1], [5.2, 0.1, 0.0], [3.1, 1.9, 1.5], [0.4, -1.0, -0.2], [2.8, -1.2, 2.5], [-1.2, 3.2, -1.4], [-0.3, -1.8, -4.5], [0.1, 0.1, 0.0], [0.9, 0.1, 0.2], [1.8, -0.3, -0.2], [0.2, -0.4, -1.9], [-2.1, -1.2, -1.0], [0.1, 1.9, 3.6], [-0.4, 0.3, -1.9], [0.2, 0.1, -0.3], [-0.1, 0.1, 0.0], [-0.3, 0.0, -1.9], [-0.9, -0.1, 1.4], [-0.3, 1.5, 1.1], [-3.5, 0.9, 0.9], [2.6, 0.2, 0.4], [0.1, -0.1, 0.0], [-2.6, -0.4, 4.4], [-1.0, 1.3, -0.1], [0.9, -3.1, -0.4], [2.8, 0.7, -0.9], [-0.6, 0.3, -0.6], [0.8, 0.8, 0.8], [-1.6, 2.2, 0.0], [2.6, 0.6, -3.1], [-0.1, -1.5, 0.7], [-0.4, 3.1, -2.3], [0.0, 0.1, -0.1], [-0.1, 0.0, -0.1], [-0.2, 0.9, 0.0], [4.6, 0.4, 0.4], [-0.7, -0.4, -0.3], [0.1, 0.1, 0.0], [0.4, 1.7, -0.8], [0.1, -0.1, 0.0], [0.9, 0.9, 0.8], [0.7, -1.1, -0.2], [-0.3, -1.1, -0.2], [0.0, 0.1, -0.1], [1.4, 0.9, 0.5], [0.2, 3.4, 0.2], [0.5, -0.8, -0.5], [1.9, -0.5, 0.5], [-1.9, 0.8, -1.7], [-0.1, -0.1, 0.0], [-0.3, -1.2, 0.5], [-0.1, 0.2, 0.0], [0.2, 0.0, -0.1], [-4.4, -0.8, -0.1], [-0.1, -0.2, 0.0], [1.1, -0.4, 1.3], [-1.0, 0.5, 1.4]], "mulliken_charge": [-1.100, -0.520, -0.149, -0.474, -0.601, 0.225, 0.316, -0.553, -0.505, 0.267, -0.976, 0.428, 0.457, -0.219, 0.499, 0.229, 0.368, 0.245, 0.245, 0.515, 0.571, -0.337, 0.316, 0.369, 0.397, 0.357, -0.444, 0.359, 0.277, -0.426, -0.609, -0.204, -0.536, 0.077, -0.713, 0.337, 0.213, -0.425, 0.354, -0.806, 0.368, 0.424, 0.243, -0.680, 0.252, -1.580, -0.439, 0.216, 0.324, 0.038, 0.382, -0.520, -0.108, 1.106, -0.480, -0.653, -0.453, -0.514, -0.476, 0.086, -0.590, 0.212, 0.053, 0.444, -0.363, 0.161, 0.346, 0.266, 0.304, 0.549, 0.236, 0.481, 0.444, 0.299, 1.047, 0.195, -0.535, 0.564, -0.845, -0.211, 0.880, -0.655, 0.223, 0.540, 0.332, 0.262, -0.710, 0.494, -0.780, 0.330, 0.389, 0.266, 0.145, -0.776, 0.293, 0.276, 0.541, -0.363, 0.419, -0.014, 0.490, 0.262, -1.221, 0.366, 0.304, -0.552, 0.180, 0.289, 0.373]}